Below is a structure of composition C21H13NO4SV in a non-equilibrium geometry, with properties calculated with wB97M-V/def2-TZVPD.

Each line ends with the Mulliken spin population.
Atoms and positions in Å:
V (0.742, 0.584, -0.251)  2.103
S (0.484, -0.986, 3.891)  0.019
C (-1.165, -0.815, 3.404)  0.000
C (-2.315, -1.069, 4.151)  0.003
C (-3.531, -0.831, 3.548)  -0.003
C (-3.605, -0.343, 2.234)  0.003
C (-2.467, -0.097, 1.496)  -0.006
C (-1.234, -0.350, 2.096)  0.019
N (0.030, -0.151, 1.517)  -0.043
C (0.993, -0.434, 2.365)  0.037
C (2.415, -0.207, 2.014)  0.033
C (3.327, 0.110, 3.018)  -0.001
C (4.637, 0.428, 2.709)  0.004
C (5.061, 0.442, 1.386)  -0.005
C (4.175, 0.100, 0.381)  -0.005
C (2.862, -0.250, 0.682)  -0.062
H (-2.257, -1.432, 5.168)  0.000
H (-4.443, -1.014, 4.100)  0.000
H (-4.574, -0.146, 1.795)  0.000
H (-2.532, 0.304, 0.494)  -0.001
H (3.006, 0.137, 4.053)  0.001
H (5.327, 0.674, 3.505)  0.000
H (6.083, 0.699, 1.143)  0.000
H (4.501, 0.052, -0.651)  -0.002
O (2.426, -1.749, -1.185)  0.028
C (2.023, -0.846, -0.530)  -0.144
O (-0.793, -0.326, -1.358)  -0.034
C (-1.270, 0.029, -2.642)  0.009
C (-2.317, -0.715, -3.144)  0.006
C (-2.819, -0.416, -4.401)  -0.001
C (-2.269, 0.622, -5.140)  0.001
C (-1.217, 1.347, -4.614)  0.000
C (-0.692, 1.072, -3.352)  -0.001
C (0.464, 1.899, -2.910)  0.023
O (1.083, 2.637, -3.608)  0.000
O (0.791, 1.752, -1.581)  0.012
H (-1.139, -1.193, -1.130)  0.008
H (-2.739, -1.528, -2.563)  0.000
H (-3.638, -1.001, -4.798)  0.000
H (-2.656, 0.856, -6.122)  0.000
H (-0.756, 2.152, -5.172)  0.000

Cartesian forces (eV/Å) of the 2 atoms listed first:
0.07 -0.25 -0.39
0.06 -0.17 0.29

Calculated values
Frontier orbital gap (alpha / beta)   8.16 / 7.75 eV
2S+1   3
F_max   1.572 eV/Å
Total charge   +1
M   426.35 g/mol
LUMO energy (alpha / beta)   -3.895 / -4.260 eV
DFT total energy   -2505.7738 a.u.
ΔE to the lowest compared entry with this formula, charge and spin   14.7 kcal/mol

Below is a structure of composition C5H6O4Tb in a non-equilibrium geometry, with properties calculated with wB97M-V/def2-TZVPD.

Each line ends with the Mulliken spin population.
Atoms and positions in Å:
O (-1.269, 2.483, -0.609)  -0.009
C (-2.173, 2.079, -1.765)  -0.019
O (-2.019, 0.855, -1.923)  0.010
O (0.341, -2.053, -1.135)  -0.006
C (0.973, -1.992, 0.101)  0.020
C (1.559, -0.604, 0.354)  -0.017
O (0.570, 0.381, -0.011)  0.011
C (-0.360, 0.823, 0.892)  -0.017
C (-1.183, 1.827, 0.588)  0.006
Tb (-0.538, -0.479, -1.864)  6.021
H (1.812, -2.711, 0.177)  -0.001
H (0.275, -2.239, 0.926)  0.002
H (2.395, -0.411, -0.331)  0.002
H (1.879, -0.446, 1.393)  -0.001
H (-0.393, 0.306, 1.851)  -0.003
H (-1.869, 2.182, 1.358)  0.001

Cartesian forces (eV/Å) of the 2 atoms listed first:
-0.33 -0.05 -0.21
0.81 1.37 1.01

Calculated values
Frontier orbital gap (alpha / beta)   6.50 / 7.77 eV
2S+1   7
F_max   2.897 eV/Å
Total charge   +1
M   289.02 g/mol
LUMO energy (alpha / beta)   -6.344 / -5.116 eV
DFT total energy   -1319.1174 a.u.
ΔE to the lowest compared entry with this formula, charge and spin   87.3 kcal/mol

Below is the molecule C4H7NO, with properties calculated with wB97M-V/def2-TZVPD.

Each line ends with the natural charge from an NBO analysis.
Atoms and positions in Å:
C (1.596, 0.444, 0.304)  -0.614
C (0.432, -0.291, -0.296)  -0.072
C (-0.401, -1.339, 0.347)  -0.216
N (-0.803, 0.061, 0.369)  -0.476
C (-1.699, 0.812, -0.379)  0.537
O (-1.401, 1.313, -1.441)  -0.567
H (1.485, 1.490, -0.009)  0.224
H (1.530, 0.416, 1.396)  0.215
H (2.571, 0.082, -0.030)  0.213
H (0.386, -0.281, -1.385)  0.216
H (-0.944, -2.013, -0.317)  0.206
H (-0.112, -1.760, 1.307)  0.207
H (-2.639, 1.065, 0.133)  0.126

Cartesian forces (eV/Å) of the 2 atoms listed first:
0.13 -0.03 0.04
0.17 0.13 -0.12

Calculated values
Frontier orbital gap   10.79 eV
SMILES string   C[C@H]1CN1C=O
2S+1   1
F_max   0.476 eV/Å
Total charge   0
M   85.11 g/mol
LUMO energy   0.915 eV
DFT total energy   -286.5587 a.u.
ΔE to the lowest compared entry with this formula, charge and spin   45.8 kcal/mol

Question: Which of these has the lowest M?
Answer: C4H7NO